{
  "formula": "C25H35N3OS2SiV",
  "method": "wB97M-V/def2-TZVPD",
  "elements": ["V", "C", "N", "C", "C", "N", "C", "C", "C", "C", "C", "C", "C", "S", "C", "C", "C", "C", "C", "C", "S", "H", "H", "H", "H", "H", "H", "H", "H", "H", "H", "H", "H", "H", "H", "H", "H", "H", "H", "C", "Si", "C", "C", "O", "H", "H", "H", "H", "H", "H", "H", "H", "H", "C", "C", "C", "C", "C", "C", "N", "H", "H", "H", "H", "H", "H", "H", "H"],
  "positions_angstrom": [[0.69975, -0.16345, -0.11491], [-1.57599, 2.19901, -0.39378], [-0.99287, 1.42007, 0.75440], [-2.10353, 0.74011, 1.46124], [-2.52879, -0.49896, 0.72074], [-1.41731, -1.46759, 0.65225], [-1.26935, -2.12069, 1.96459], [-1.67197, -2.41067, -0.41365], [-2.21412, -3.66951, -0.20757], [-2.41489, -4.52430, -1.28492], [-2.08231, -4.12081, -2.56780], [-1.54326, -2.86004, -2.78089], [-1.34361, -2.00450, -1.70627], [-0.67656, -0.39797, -1.95912], [-0.37150, 2.43607, 1.59353], [-1.03285, 3.15116, 2.57664], [-0.35938, 4.16036, 3.25557], [0.95376, 4.47080, 2.93651], [1.61116, 3.75725, 1.94471], [0.94059, 2.73779, 1.28439], [1.77613, 1.76198, 0.08652], [-2.19145, 3.00318, 0.01193], [-2.17284, 1.54984, -1.02313], [-0.77088, 2.62339, -0.98904], [-2.95811, 1.41687, 1.54874], [-1.76980, 0.49675, 2.46963], [-2.84556, -0.25565, -0.29086], [-3.38715, -0.94768, 1.23234], [-2.22342, -2.53070, 2.30615], [-0.92514, -1.40129, 2.70175], [-0.53200, -2.91663, 1.91120], [-2.46898, -4.00020, 0.78879], [-2.82729, -5.50951, -1.11524], [-2.23253, -4.78959, -3.40440], [-1.26795, -2.53905, -3.77697], [-2.06188, 2.94158, 2.83516], [-0.87168, 4.70551, 4.03647], [1.46950, 5.26261, 3.46181], [2.64250, 3.97537, 1.69832], [4.70436, -1.19944, -1.41417], [3.26852, -0.47280, -2.32922], [2.61140, -1.53087, -3.70246], [3.52460, 1.29140, -2.83658], [2.00226, -0.46462, -1.14296], [5.57405, -1.29196, -2.06936], [4.46570, -2.19243, -1.02867], [4.98492, -0.56600, -0.57056], [3.28486, -1.47767, -4.56184], [1.62773, -1.18856, -4.02797], [2.53696, -2.57806, -3.40624], [4.25685, 1.31804, -3.64860], [3.92101, 1.89026, -2.01651], [2.61017, 1.76009, -3.20267], [1.51899, -3.41100, -0.40156], [1.73943, -2.68729, 0.89131], [2.31314, -3.21824, 2.00480], [2.29105, -2.22964, 3.03395], [1.70163, -1.11500, 2.52624], [1.48192, 0.17927, 3.23072], [1.34262, -1.36825, 1.19392], [2.20726, -4.25477, -0.43531], [1.70121, -2.79719, -1.27960], [0.50990, -3.81671, -0.49139], [2.71010, -4.21929, 2.06752], [2.66350, -2.32245, 4.04167], [1.73814, 0.04964, 4.28082], [0.44412, 0.52346, 3.18983], [2.11087, 0.97651, 2.83512]],
  "mulliken_charge": [1.099, -1.625, 1.661, -0.799, -1.771, 1.718, -1.870, -0.810, -0.303, -0.848, -0.702, -0.743, 1.251, -0.422, -0.686, -0.307, -0.835, -0.753, -0.503, 0.259, -0.150, 0.385, 0.546, 0.367, 0.660, 0.458, 0.443, 0.387, 0.545, 0.290, 0.445, 0.413, 0.425, 0.427, 0.459, 0.422, 0.441, 0.421, 0.520, -1.047, 0.562, -1.000, -1.144, -1.193, 0.499, 0.298, 0.299, 0.487, 0.298, 0.322, 0.427, 0.316, 0.329, -1.168, 0.171, -0.791, -1.212, 0.290, -1.217, 2.011, 0.486, -0.123, 0.196, 0.579, 0.532, 0.586, 0.140, 0.154],
  "total_charge": 1
}

---

{
  "formula": "C20H20ClNO7",
  "method": "wB97M-V/def2-TZVPD",
  "elements": ["C", "C", "O", "C", "C", "C", "O", "C", "C", "O", "N", "C", "C", "C", "C", "C", "C", "O", "C", "C", "C", "O", "O", "C", "C", "Cl", "C", "O", "C", "H", "H", "H", "H", "H", "H", "H", "H", "H", "H", "H", "H", "H", "H", "H", "H", "H", "H", "H", "H"],
  "positions_angstrom": [[2.09108, -4.66147, -4.52581], [2.42305, -4.51159, -3.06814], [3.43765, -3.54479, -2.87445], [2.98668, -2.21688, -3.11236], [1.83273, -1.90548, -2.17059], [1.81738, -0.64648, -1.59052], [2.73758, 0.37137, -1.88070], [0.77474, -0.27280, -0.57647], [0.65227, 1.14190, -0.21420], [1.02455, 2.05918, -0.89867], [0.28833, 1.47413, 1.08558], [0.43221, 2.73615, 1.81512], [-0.60186, 3.83666, 1.56720], [-2.01790, 3.42710, 1.77903], [-2.50768, 3.50078, 3.05640], [-3.80860, 2.94363, 3.34054], [-4.61365, 2.40855, 2.36916], [-5.89166, 1.89812, 2.55798], [-4.21571, 2.55047, 1.05505], [-2.92168, 3.03405, 0.71475], [0.42652, 2.47337, 3.34277], [0.35869, 1.30037, 3.64789], [0.60981, 3.59034, 4.22100], [0.26928, -1.36367, 0.18730], [0.75932, -2.76353, -0.02879], [-0.52375, -3.88455, 0.45565], [1.01772, -2.90381, -1.55540], [0.22768, -3.59697, -2.43113], [1.23446, -4.36973, -2.06251], [1.69738, -5.68242, -4.70169], [1.41118, -4.02653, -4.91111], [2.97356, -4.45668, -5.13474], [2.73038, -5.51323, -2.71161], [2.75131, -2.09152, -4.16673], [3.69990, -1.45661, -2.86265], [2.27994, 1.17582, -2.16137], [0.05259, 0.63073, 1.61934], [1.31007, 3.22667, 1.57788], [-0.43704, 4.72528, 2.17744], [-0.50438, 4.03789, 0.48256], [-1.77489, 3.82630, 3.78074], [-4.12070, 2.90667, 4.39497], [-5.84491, 1.18128, 3.17213], [-4.89388, 2.35216, 0.19288], [-2.59098, 3.07207, -0.26083], [0.72163, 3.35866, 5.15236], [-0.41175, -1.27203, 1.01479], [1.60916, -2.93412, 0.56567], [1.04217, -5.16483, -1.42571]],
  "mulliken_charge": [-1.582, 0.130, -0.496, -0.853, -0.260, 0.333, -0.628, 0.275, 0.571, -0.756, -0.063, 0.074, -1.681, 0.606, -0.380, -0.519, 0.209, -0.549, -0.274, -0.699, 0.272, -0.593, -0.449, -1.042, 0.282, -0.203, 0.708, -0.546, -0.256, 0.411, 0.404, 0.404, 0.352, 0.279, 0.481, 0.305, 0.186, 0.447, 0.602, 0.449, 0.491, 0.323, 0.317, 0.337, 0.569, 0.384, 0.503, 0.464, 0.661],
  "e_above_lowest_kcal_mol": 105.94,
  "smiles": "C[C@H]1OCC2=C(O)C(C(=O)N[C@@H](Cc3ccc(O)cc3)C(=O)O)=C[C@@H](Cl)[C@@]23O[C@@H]13"
}

---

{
  "formula": "C4H13NO4S",
  "method": "wB97M-V/def2-TZVPD",
  "elements": ["O", "C", "O", "N", "C", "C", "C", "S", "H", "H", "H", "H", "H", "H", "H", "H", "H", "O", "H", "H", "O", "H", "H"],
  "positions_angstrom": [[-0.25537, 0.42203, -3.08110], [0.03713, -0.34612, -2.18867], [0.28366, -1.65061, -2.46255], [0.21928, -0.01671, -0.88667], [0.44863, -1.05994, 0.14666], [-0.87522, -1.55805, 0.79294], [-1.22444, -0.77256, 2.04921], [-2.81305, 0.10153, 2.03927], [0.14722, -1.78029, -3.40568], [-0.21116, 0.82601, -0.53144], [0.98302, -0.46581, 0.88684], [0.96104, -1.88549, -0.32282], [-1.65466, -1.54966, 0.03059], [-0.79357, -2.62405, 1.02001], [-1.23837, -1.41879, 2.93275], [-0.47737, -0.02873, 2.32131], [-2.88123, 0.45774, 0.75172], [2.96199, 1.85205, -0.56400], [2.83210, 2.55757, -1.19945], [2.34578, 1.16680, -0.88323], [0.35328, 2.25449, 0.74004], [1.03288, 2.51053, 1.38453], [-0.18157, 3.00807, 0.42974]],
  "mulliken_charge": [-0.636, 0.649, -0.487, 0.096, -0.854, -0.661, -0.512, -0.265, 0.333, 0.055, 0.371, 0.475, 0.470, 0.273, 0.378, 0.281, 0.093, -0.656, 0.310, 0.290, -0.530, 0.267, 0.261],
  "e_above_lowest_kcal_mol": 19.27,
  "smiles": "O=C(O)NCCCS.O.O"
}

---

What are the strongest force on any atom values for these records? In order: 0.4; 5.4; 1.8 eV Å⁻¹.
What are the Kohn-Sham gap values for these records? In order: 5.87; 8.14; 9.47 eV.